Record 1
Below is a structure of composition C11H15N3O in a non-equilibrium geometry, with properties calculated with ωB97M-V with the def2-TZVPD basis set.

```
30
Properties=species:S:1:pos:R:3:mulliken_charge:R:1
C 1.329 -0.744 1.894 -0.011
C 0.261 -1.093 -1.756 0.013
C -0.891 -1.071 0.870 0.721
C -1.278 0.297 1.254 -1.503
C 0.498 0.934 -0.358 -1.197
C 0.635 -1.483 0.893 0.698
C 1.043 -0.397 -0.795 1.150
C -1.029 1.177 -0.009 1.543
C 2.541 -0.660 -1.029 -1.655
C -1.335 2.675 0.281 -1.899
C -1.989 0.688 -1.151 -1.070
N 1.963 -0.032 2.557 -0.607
N -0.053 -1.715 -2.660 -0.602
N 0.970 -2.823 0.817 -0.428
O -1.700 -1.965 0.746 -0.581
H -2.379 0.404 1.484 0.485
H -0.660 0.701 1.990 0.485
H 1.012 1.246 0.623 0.231
H 0.824 1.610 -1.101 0.509
H 3.126 -0.349 -0.207 0.434
H 2.700 -0.205 -2.079 0.393
H 2.721 -1.790 -0.954 0.325
H -1.020 3.153 -0.612 0.537
H -0.826 3.210 1.099 0.348
H -2.443 2.860 0.341 0.374
H -2.971 0.429 -0.704 0.339
H -1.457 -0.134 -1.595 0.128
H -1.915 1.600 -1.805 0.402
H 1.963 -2.969 1.014 0.234
H 0.360 -3.553 0.952 0.205
```

Properties
ΔE to the lowest compared entry with this formula, charge and spin: 376.15 kJ/mol

Record 2
Below is a structure of composition C6H9BrI2NO in a non-equilibrium geometry, with properties calculated with ωB97M-V with the def2-TZVPD basis set.

```
20
Properties=species:S:1:pos:R:3:mulliken_charge:R:1
C -2.082 0.376 -1.790 -1.431
C -0.658 0.482 -2.209 0.403
I -0.437 0.574 -4.293 0.187
C 0.359 0.492 -1.376 -0.729
I 2.362 0.550 -2.076 0.207
C 0.211 0.406 0.118 0.325
Br -1.127 1.529 0.979 0.051
N 0.233 -1.027 0.579 -0.059
C 0.553 -0.950 2.038 -0.495
C 1.447 0.317 2.039 -0.480
O 1.415 0.811 0.695 -0.413
H -2.562 1.332 -1.945 0.351
H -2.570 -0.314 -2.461 0.483
H -2.220 0.000 -0.794 0.391
H -0.541 -1.623 0.280 0.374
H 1.093 -1.393 0.153 0.424
H 1.212 -1.750 2.315 0.360
H -0.312 -0.908 2.665 0.330
H 1.166 1.049 2.780 0.327
H 2.457 0.049 2.303 0.395
```

Properties
charge: +1
DFT total energy: -3533.11324 Ha

Record 3
Below is a structure of composition C39H31IN3PZn, with properties calculated with ωB97M-V with the def2-TZVPD basis set.

```
76
Properties=species:S:1:pos:R:3:mulliken_charge:R:1
Zn 0.422 -0.154 0.521 0.257
C 3.773 -1.498 -0.883 -1.451
C 3.198 -0.283 -1.537 0.907
C 3.769 0.128 -2.744 -0.624
C 3.367 1.303 -3.331 -0.835
C 2.423 2.074 -2.670 -0.883
C 1.892 1.613 -1.482 0.369
N 2.228 0.423 -0.935 0.049
C 0.940 2.460 -0.720 1.079
C 0.774 3.819 -0.943 -0.927
C -0.109 4.525 -0.143 -0.877
C -0.815 3.866 0.851 -0.876
C -0.624 2.502 1.004 1.052
N 0.247 1.843 0.235 0.565
C -1.318 1.696 2.036 0.231
C -2.458 2.163 2.658 -0.783
C -3.041 1.391 3.652 -0.775
C -2.439 0.202 3.998 -0.751
C -1.301 -0.227 3.316 0.855
C -0.666 -1.523 3.706 -1.285
N -0.767 0.498 2.323 0.017
H 4.673 -1.214 -0.333 0.521
H 4.060 -2.239 -1.628 0.287
H 3.076 -1.956 -0.198 0.040
H 4.536 -0.486 -3.195 0.479
H 3.788 1.634 -4.271 0.504
H 2.101 3.012 -3.096 0.360
H 1.335 4.332 -1.707 0.377
H -0.237 5.590 -0.285 0.462
H -1.483 4.409 1.500 0.435
H -2.903 3.101 2.364 0.384
H -3.940 1.727 4.151 0.487
H -2.838 -0.411 4.795 0.469
H -0.820 -1.712 4.767 0.598
H 0.401 -1.518 3.502 0.111
H -1.124 -2.350 3.158 0.252
I -2.290 -0.187 -0.865 0.181
C -3.335 -1.881 -0.149 0.119
C -4.672 -1.628 -0.022 -0.615
C -5.579 -2.676 0.206 -0.926
C -5.112 -3.953 0.220 -0.900
C -3.730 -4.231 0.091 0.837
C -3.327 -5.584 0.041 -0.800
C -2.020 -5.918 -0.134 -1.117
C -1.060 -4.897 -0.153 -1.245
C -1.381 -3.561 -0.038 1.785
P 0.158 -2.569 0.208 1.223
C 0.998 -3.323 1.648 1.203
C 2.116 -2.638 2.129 -1.016
C 2.809 -3.078 3.243 -0.880
C 2.357 -4.193 3.937 -0.782
C 1.215 -4.850 3.506 -0.772
C 0.543 -4.427 2.365 -0.415
C 1.136 -2.975 -1.273 1.325
C 2.012 -4.056 -1.326 -0.013
C 2.657 -4.368 -2.514 -0.939
C 2.431 -3.607 -3.653 -0.693
C 1.578 -2.512 -3.599 -0.608
C 0.939 -2.192 -2.410 -0.695
C -2.765 -3.177 -0.023 0.222
H -5.048 -0.621 -0.139 0.481
H -6.634 -2.460 0.305 0.422
H -5.795 -4.788 0.312 0.406
H -4.087 -6.352 0.119 0.433
H -1.711 -6.951 -0.219 0.442
H -0.023 -5.191 -0.231 0.398
H 2.433 -1.718 1.658 0.262
H 3.686 -2.544 3.583 0.452
H 2.883 -4.533 4.819 0.426
H 0.838 -5.699 4.060 0.475
H -0.341 -4.965 2.059 0.448
H 2.219 -4.640 -0.436 0.309
H 3.337 -5.209 -2.550 0.456
H 2.924 -3.864 -4.581 0.445
H 1.402 -1.913 -4.483 0.535
H 0.283 -1.329 -2.378 0.049
```

Properties
charge: +2
DFT total energy: -4087.02511 Ha

Record 4
Below is an isolated molecule of ClH3NO2P in a non-equilibrium geometry, with properties calculated with ωB97M-V with the def2-TZVPD basis set.

```
8
Properties=species:S:1:pos:R:3:mulliken_charge:R:1
N 0.471 -0.815 -1.221 -0.585
O 0.261 1.552 0.090 -0.424
O -1.428 -0.424 0.279 -0.468
P 0.066 -0.040 0.010 0.849
Cl 1.057 -0.440 2.076 -0.340
H 1.330 -0.789 -1.740 0.244
H -0.042 1.946 0.956 0.343
H -1.715 -0.991 -0.451 0.382
```

Properties
SMILES: N=P(O)(O)Cl
ΔE to the lowest compared entry with this formula, charge and spin: 12.77 kJ/mol

Record 5
Below is a structure of composition C15H19F4FeN4, with properties calculated with ωB97M-V with the def2-TZVPD basis set.

```
43
Properties=species:S:1:pos:R:3:lowdin_spin:R:1
Fe 0.102 0.037 -0.576 0.848
C -0.375 1.559 3.388 -0.001
C 0.185 0.990 2.096 0.002
N -0.830 0.777 0.996 -0.015
C -1.621 2.028 0.766 0.001
C -0.779 3.238 0.413 0.000
C -1.759 -0.350 1.298 0.008
C -0.975 -1.649 1.290 0.012
N 0.075 -1.475 0.277 0.071
C 0.980 -2.504 0.023 0.003
C 1.943 -2.210 -0.932 0.015
F 1.852 -0.958 -1.494 0.012
C 2.921 -3.087 -1.324 -0.001
F 3.796 -2.727 -2.244 -0.002
C 2.963 -4.338 -0.731 0.024
C 2.020 -4.665 0.225 -0.002
F 2.040 -5.850 0.800 -0.003
C 1.026 -3.774 0.604 0.017
F 0.140 -4.152 1.516 0.007
H 0.410 1.522 4.143 0.000
H -1.212 0.973 3.771 0.000
H -0.688 2.597 3.298 0.000
H 0.655 0.029 2.290 0.001
H 0.955 1.643 1.685 0.001
H -2.202 2.219 1.670 0.000
H -2.345 1.803 -0.018 0.000
H -0.200 3.600 1.260 0.000
H -1.439 4.049 0.106 0.000
H -0.092 3.047 -0.413 0.000
H -2.502 -0.365 0.497 0.002
H -2.299 -0.192 2.231 0.001
H -1.624 -2.489 1.042 0.002
H -0.504 -1.881 2.245 0.003
H 3.727 -5.052 -1.012 0.001
N -1.466 1.595 -2.628 0.002
C -1.247 2.401 -3.673 -0.001
C 0.116 2.440 -3.897 0.000
C 0.657 1.597 -2.939 -0.002
N -0.311 1.082 -2.154 -0.006
H -2.357 1.298 -2.265 0.000
H -2.067 2.874 -4.189 0.000
H 0.636 2.990 -4.661 0.000
H 1.692 1.333 -2.778 0.000
```

Properties
spin multiplicity: 2
charge: +2
DFT total energy: -2464.51230 Ha

Record 6
Below is a cluster of 2 separate species, C9H12ClN in total in a non-equilibrium geometry, with properties calculated with ωB97M-V with the def2-TZVPD basis set.

```
23
Properties=species:S:1:pos:R:3:mulliken_charge:R:1
C 1.831 2.132 -1.132 -0.376
C 0.484 2.410 -1.389 -0.570
C 2.224 0.890 -0.625 -0.566
C -0.431 1.493 -1.014 -0.021
C 1.233 0.031 -0.170 0.214
C -0.064 0.342 -0.349 -0.482
C -1.544 -1.667 -0.983 -1.186
C -0.536 -0.170 2.422 -0.866
C -0.960 -0.785 0.053 0.388
N -1.180 -0.983 1.362 -0.050
Cl 0.174 -3.443 0.767 -0.675
H 2.641 2.779 -1.461 0.351
H 0.152 3.355 -1.850 0.360
H 3.317 0.587 -0.485 0.324
H -1.501 1.720 -1.009 0.363
H 1.642 -0.879 0.249 0.371
H -2.524 -1.970 -0.927 0.393
H -1.034 -2.595 -0.803 0.268
H -1.267 -1.327 -1.953 0.389
H 0.434 -0.680 2.711 0.263
H -0.252 0.792 1.985 0.319
H -1.454 -0.074 2.998 0.393
H -1.383 -1.958 1.603 0.397
```

Properties
ΔE to the lowest compared entry with this formula, charge and spin: 167.09 kJ/mol